# 1
Molecular formula: C6H14N2O2
Method: DFT, ωB97M-V with the def2-TZVPD basis set

Each line ends with the Mulliken charge.
Geometry (Å):
1 O 1.254 2.185 0.013  -0.353
2 O -0.330 2.847 -1.274  -0.502
3 N -0.560 0.739 -0.443  0.031
4 N -1.819 0.956 0.209  -0.405
5 C -2.765 -0.127 -0.003  -0.573
6 C 0.100 2.006 -0.611  0.448
7 C -2.162 -1.517 -0.181  -0.997
8 C 1.823 1.068 0.732  -0.547
9 C 2.085 -1.385 0.248  -1.028
10 C 2.468 0.029 -0.196  -0.282
11 H 1.107 0.618 1.399  0.302
12 H -3.414 -0.159 0.858  0.394
13 H -1.419 -1.762 0.561  0.254
14 H 1.107 -1.635 -0.123  0.135
15 H -0.730 0.444 -1.393  0.202
16 H 2.058 -1.460 1.325  0.330
17 H -1.764 -1.630 -1.176  0.293
18 H -3.396 0.128 -0.847  0.260
19 H 2.594 1.495 1.352  0.361
20 H 2.796 -2.092 -0.151  0.363
21 H -2.969 -2.233 -0.114  0.395
22 H 2.092 0.191 -1.191  0.257
23 H 3.533 0.161 -0.186  0.407
24 H -1.688 1.134 1.193  0.257

Output
Multiplicity: 1
Charge: 0
Energy relative to the best compared isomer or geometry (same formula, charge and spin), kJ/mol: 297.2
HOMO-LUMO gap, eV: 9.05
Lowest unoccupied orbital energy, eV: 0.842
E_HOMO, eV: -8.21
SMILES: CCCOC(=O)NNCC

***

# 2
Molecular formula: C8H3Cl3N9OPt
Method: DFT, ωB97M-V with the def2-TZVPD basis set

Each line ends with the Mulliken charge.
Geometry (Å):
1 Pt 0.289 -0.501 -0.519  0.962
2 Cl -2.335 4.044 4.530  -0.240
3 Cl 0.050 -0.086 2.034  -0.286
4 Cl -2.227 3.857 -0.822  -0.216
5 O -0.779 1.349 -0.428  -1.098
6 N 1.809 -3.133 -2.368  -0.108
7 N 4.271 -0.833 -1.761  -0.524
8 N -1.414 -4.115 -1.761  -0.524
9 N 2.232 -1.062 -1.199  0.076
10 N -0.245 -4.334 -2.350  -0.479
11 N -1.396 -3.030 -1.084  -0.263
12 N -0.196 -2.464 -1.199  0.076
13 N 3.322 -0.306 -1.084  -0.263
14 N 3.876 -1.954 -2.350  -0.479
15 C 0.510 -3.301 -1.999  0.547
16 C -1.173 2.031 3.142  -0.968
17 C -2.188 3.790 1.852  -0.779
18 C 2.604 -2.093 -1.999  0.548
19 C -1.816 3.146 0.693  0.477
20 C -1.864 3.229 3.078  0.547
21 C -1.106 1.915 0.672  0.300
22 C -0.813 1.408 1.963  0.662
23 H 2.230 -3.862 -2.921  0.214
24 H -0.913 1.582 4.088  0.405
25 H -2.727 4.723 1.794  0.414

Output
Multiplicity: 1
Charge: -1
Energy relative to the best compared isomer or geometry (same formula, charge and spin), kJ/mol: 74.1
HOMO-LUMO gap (alpha / beta), eV: 6.59 / 6.59
Lowest unoccupied orbital energy (alpha / beta), eV: 1.106 / 1.107
E_HOMO (alpha / beta), eV: -5.48 / -5.49

***

# 3
Molecular formula: C12H29AsN3P3RuS4
Method: DFT, ωB97M-V with the def2-TZVPD basis set

Each line ends with the Mulliken spin population.
Geometry (Å):
1 Ru -1.214 -0.085 -1.026  0.833
2 As -3.337 -2.163 -1.733  -0.009
3 S -4.439 -2.910 -3.381  0.060
4 S -1.155 -2.277 -2.093  -0.093
5 S -3.820 -3.287 0.011  0.003
6 S -3.741 -0.047 -1.301  0.171
7 P -0.794 -0.489 1.275  -0.079
8 P -1.030 2.068 -2.135  0.032
9 P 1.413 0.034 -1.708  -0.034
10 N 0.368 -2.575 2.699  0.004
11 N -0.695 -0.905 4.025  0.004
12 N 1.448 -0.421 3.009  0.001
13 C -1.255 3.427 -0.921  0.010
14 C 0.878 0.200 1.799  0.008
15 C 3.121 -0.554 -1.321  -0.002
16 C 1.615 -1.934 2.819  0.000
17 C 0.627 2.458 -2.845  0.000
18 C -1.550 -0.351 2.991  0.017
19 C -0.335 -2.291 1.466  0.026
20 C 1.280 -0.595 -3.418  0.009
21 C -2.118 2.618 -3.491  0.010
22 C -0.458 -2.330 3.866  -0.002
23 C 0.521 -0.215 4.205  0.004
24 C 1.749 1.834 -2.027  0.013
25 H 2.217 -2.088 1.920  0.000
26 H -1.285 4.384 -1.440  0.001
27 H -2.496 -0.900 2.979  -0.005
28 H 3.080 -1.635 -1.189  0.000
29 H 0.058 -2.708 4.753  0.000
30 H 1.839 2.340 -1.060  -0.005
31 H 2.362 -0.001 3.200  0.000
32 H 0.352 0.859 4.325  0.000
33 H 3.498 -0.092 -0.408  0.000
34 H -1.818 3.616 -3.813  -0.001
35 H -1.266 -2.872 1.452  0.006
36 H -1.410 -2.850 3.759  -0.001
37 H 0.730 3.544 -2.904  -0.001
38 H 2.145 -2.310 3.700  0.000
39 H 0.646 2.067 -3.864  0.000
40 H 0.307 -0.339 -3.842  0.000
41 H -1.770 0.694 3.232  -0.001
42 H -0.431 3.413 -0.206  0.003
43 H 1.050 -0.603 5.081  0.000
44 H 0.263 -2.599 0.600  0.006
45 H 1.347 -1.682 -3.377  -0.002
46 H 1.559 0.058 0.953  0.001
47 H 3.790 -0.326 -2.148  0.000
48 H -2.193 3.268 -0.386  0.006
49 H 2.089 -0.199 -4.032  0.000
50 H -3.147 2.637 -3.133  -0.001
51 H 0.754 1.276 1.964  0.008
52 H -2.056 1.926 -4.331  0.002
53 H 2.707 1.914 -2.551  0.000

Output
Multiplicity: 2
<S²>: 1.002
Charge: +1
Energy relative to the best compared isomer or geometry (same formula, charge and spin), kJ/mol: 350.7
HOMO-LUMO gap (alpha / beta), eV: 4.18 / 3.98
Lowest unoccupied orbital energy (alpha / beta), eV: -4.889 / -4.894
E_HOMO (alpha / beta), eV: -9.07 / -8.87

***

# 4
Molecular formula: C3H6IO
Method: DFT, ωB97M-V with the def2-TZVPD basis set

Each line ends with the Mulliken charge.
Geometry (Å):
1 I -3.279 1.073 -1.034  -0.885
2 O 2.053 0.617 0.068  -0.602
3 C 0.469 -0.853 -0.905  -0.947
4 C 0.936 0.144 0.101  0.843
5 C -0.077 0.515 1.125  -0.835
6 H -0.872 1.084 0.620  0.067
7 H 0.231 -1.800 -0.415  0.279
8 H 1.249 -1.003 -1.649  0.283
9 H -0.602 -0.372 1.498  0.288
10 H -0.451 -0.482 -1.368  0.217
11 H 0.343 1.076 1.957  0.292

Output
Multiplicity: 1
Charge: -1
Energy relative to the best compared isomer or geometry (same formula, charge and spin), kJ/mol: 0.0
HOMO-LUMO gap, eV: 7.46
Lowest unoccupied orbital energy, eV: 3.769
E_HOMO, eV: -3.69

***

# 5
Molecular formula: C16H21N3O5S
Method: DFT, ωB97M-V with the def2-TZVPD basis set

Each line ends with the Mulliken charge.
Geometry (Å):
1 S -3.168 1.483 -0.044  -0.319
2 O -2.575 -2.857 -0.757  -0.562
3 O -3.695 -2.737 -2.807  -0.459
4 O -1.600 1.197 3.156  -0.579
5 O 1.527 1.739 -0.380  -0.705
6 O -1.589 -0.977 2.515  -0.420
7 N 2.942 -1.598 0.549  -0.665
8 N -1.593 -0.501 -0.831  -0.375
9 N 0.677 0.167 0.992  -0.184
10 C 6.298 1.186 -0.480  -0.489
11 C -4.108 0.152 -0.854  1.177
12 C 4.331 0.650 1.401  -0.371
13 C -1.442 0.784 -0.183  -0.496
14 C 2.865 -0.412 -0.259  0.104
15 C 1.656 0.576 0.094  0.276
16 C -1.400 0.351 2.297  0.134
17 C -3.121 -2.218 -1.637  0.208
18 C 4.190 0.310 -0.004  0.629
19 C 5.113 0.630 -0.959  -0.609
20 C -5.037 -0.570 0.159  -1.374
21 C -0.650 0.842 1.140  0.086
22 C -4.955 0.975 -1.801  -1.611
23 C -2.882 -0.652 -1.526  -0.408
24 C 5.508 1.260 1.847  -0.770
25 C 6.498 1.487 0.891  -0.461
26 H 4.852 0.520 -1.956  0.473
27 H 3.650 -1.452 1.232  0.267
28 H -4.622 -0.909 1.103  0.228
29 H -0.394 1.893 1.342  0.419
30 H 0.870 -0.720 1.434  0.349
31 H -3.501 -3.708 -2.845  0.392
32 H 3.681 0.266 2.156  0.381
33 H -0.985 1.467 -0.963  0.608
34 H 2.676 -0.475 -1.333  0.491
35 H -1.511 -1.228 -0.063  0.315
36 H 7.154 1.376 -1.115  0.352
37 H -5.392 1.867 -1.361  0.465
38 H -2.383 -1.025 3.093  0.366
39 H -5.932 0.090 0.218  0.398
40 H -4.284 1.375 -2.631  0.367
41 H 7.360 2.079 1.185  0.347
42 H -2.642 -0.307 -2.496  0.657
43 H -5.477 -1.505 -0.251  0.377
44 H 5.557 1.429 2.924  0.356
45 H -5.619 0.191 -2.237  0.385
46 H 3.154 -2.491 0.044  0.251

Output
Multiplicity: 1
Charge: 0
Energy relative to the best compared isomer or geometry (same formula, charge and spin), kJ/mol: 330.1
HOMO-LUMO gap, eV: 8.96
Lowest unoccupied orbital energy, eV: 0.440
E_HOMO, eV: -8.52
SMILES: CC1(C)S[C@@H]([C@H](NC(=O)[C@H](N)c2ccccc2)C(=O)O)N[C@H]1C(=O)O

***

# 6
Molecular formula: C23H18F14N2NiO3
Method: DFT, ωB97M-V with the def2-TZVPD basis set

Each line ends with the Mulliken spin population.
Geometry (Å):
1 Ni -1.303 0.043 0.909  1.697
2 F -0.680 4.200 2.753  0.000
3 F -0.593 -2.421 2.551  -0.003
4 F -1.165 0.736 -3.831  0.000
5 F -1.087 1.820 -1.984  -0.001
6 F -3.177 -1.047 -4.077  0.001
7 F 1.425 4.101 3.062  0.000
8 F 2.022 1.464 3.358  -0.001
9 F -2.083 -2.910 1.056  -0.003
10 F 0.056 1.867 4.095  0.001
11 F -2.926 1.657 -3.042  0.000
12 F 0.644 4.669 1.147  0.000
13 F -4.459 -0.256 -2.558  -0.001
14 F 0.399 0.173 2.800  0.001
15 F -3.686 -2.230 -2.358  0.000
16 O -0.865 2.054 1.320  0.029
17 O -2.594 -0.235 -0.667  0.051
18 O -2.515 0.155 2.623  -0.002
19 N 0.265 0.163 -0.412  0.065
20 N -3.585 -1.736 3.259  0.004
21 C -3.345 -0.985 -2.724  0.008
22 C 0.715 1.463 2.987  0.001
23 C 3.665 2.599 -0.239  -0.002
24 C 1.483 1.999 0.669  0.006
25 C 2.678 2.696 0.733  0.001
26 C 0.314 -3.151 -2.995  0.006
27 C -2.703 -0.700 3.466  0.013
28 C 1.278 1.046 -0.371  -0.005
29 C 4.959 3.354 -0.100  0.000
30 C 1.409 -1.695 -1.439  0.003
31 C -1.831 0.960 -2.658  0.000
32 C -0.829 -2.371 -2.863  -0.003
33 C -2.146 -0.398 -1.902  0.016
34 C 1.438 -2.793 -2.264  0.000
35 C 2.216 1.110 -1.435  0.003
36 C 0.308 -4.355 -3.896  0.000
37 C 0.371 2.294 1.689  0.007
38 C 3.374 1.840 -1.367  0.002
39 C 0.448 3.801 2.152  0.003
40 C -0.875 -1.249 -2.054  -0.003
41 C -0.985 -2.061 1.241  0.102
42 C 0.270 -0.875 -1.307  -0.006
43 C -2.031 -0.686 4.821  0.001
44 H 2.275 -1.438 -0.849  0.001
45 H 1.323 -4.700 -4.080  0.000
46 H 2.880 3.362 1.560  0.000
47 H -0.197 -2.512 0.608  0.002
48 H -1.699 -2.684 -3.417  0.000
49 H 4.063 1.825 -2.204  0.000
50 H -1.642 0.310 5.010  0.001
51 H -0.258 -5.174 -3.448  0.000
52 H -1.187 -1.374 4.776  0.002
53 H -2.714 -0.993 5.612  0.000
54 H 5.257 3.411 0.946  0.000
55 H -0.154 -4.111 -4.852  0.000
56 H -3.366 -2.610 3.712  0.001
57 H 1.995 0.542 -2.327  -0.001
58 H 5.761 2.875 -0.663  0.000
59 H 4.850 4.376 -0.472  0.000
60 H 2.342 -3.386 -2.333  0.000
61 H -3.803 -1.834 2.273  0.001

Output
Multiplicity: 3
<S²>: 2.006
Charge: -2
Energy relative to the best compared isomer or geometry (same formula, charge and spin), kJ/mol: 111.7
HOMO-LUMO gap (alpha / beta), eV: 5.68 / 5.69
Lowest unoccupied orbital energy (alpha / beta), eV: 4.920 / 4.920
E_HOMO (alpha / beta), eV: -0.76 / -0.77